No. 1
{"formula": "C3H10O4P", "method": "ωB97M-V/def2-TZVPD", "total_charge": 1, "gap_ev": 12.3, "fmax_ha_per_bohr": 0.0913, "lumo_energy_ev": -3.08, "species": ["C", "C", "C", "O", "O", "O", "O", "P", "H", "H", "H", "H", "H", "H", "H", "H", "H", "H"], "positions_angstrom": [[1.710, 1.268, 1.542], [0.770, -1.437, -1.941], [-2.153, -0.741, 1.000], [-0.524, 1.904, -0.412], [0.734, 0.335, 0.955], [0.617, -0.055, -1.644], [-1.345, -0.584, -0.248], [-0.169, 0.400, -0.318], [1.407, 2.298, 1.577], [2.656, 1.351, 0.948], [1.979, 0.882, 2.457], [1.799, -1.746, -2.328], [0.048, -1.513, -2.880], [0.279, -2.082, -1.225], [-3.124, -0.566, 0.690], [-1.839, -0.125, 1.885], [-1.962, -1.797, 1.175], [-0.885, 2.206, -1.232]], "forces_ev_per_a": [[1.134, 0.824, -2.834], [-1.587, -1.356, -4.204], [2.156, -0.939, 0.630], [0.270, -0.413, 0.511], [-0.668, -0.052, -0.429], [-0.557, 2.007, 2.581], [0.168, 1.001, 1.029], [2.967, -0.616, -0.832], [-1.042, 0.157, 0.227], [-0.906, -0.749, 0.019], [0.130, -0.858, 2.065], [-1.319, 0.823, 1.195], [1.661, -0.388, 1.647], [0.609, -0.148, 0.447], [-1.929, 0.392, -0.313], [-0.064, -0.384, -1.226], [-0.464, 0.119, 0.568], [-0.558, 0.579, -1.080]], "mulliken_charge": [-0.66, -0.60, -0.61, -0.46, -0.23, -0.31, -0.26, 1.08, 0.33, 0.31, 0.29, 0.27, 0.27, 0.33, 0.28, 0.34, 0.28, 0.36]}

---

No. 2
{"formula": "C3H10OS", "method": "ωB97M-V/def2-TZVPD", "multiplicity": 2, "total_charge": -1, "gap_ev": [2.2, 8.3], "fmax_ha_per_bohr": 0.0354, "lumo_energy_ev": [3.40, 3.42], "species": ["C", "O", "H", "H", "H", "H", "C", "C", "S", "H", "H", "H", "H", "H", "H"], "positions_angstrom": [[-2.779, 0.222, 1.253], [-2.471, -0.407, 0.032], [-1.690, -1.020, 0.074], [-2.355, 1.243, 1.249], [-2.346, -0.324, 2.101], [-3.868, 0.279, 1.308], [0.787, -0.085, -1.695], [2.722, 0.005, 0.445], [1.159, -0.735, -0.035], [1.462, 0.580, -2.218], [-0.148, 0.496, -1.573], [3.509, -0.742, 0.274], [2.637, 0.504, 1.413], [2.877, 0.889, -0.225], [0.504, -0.903, -2.404]], "forces_ev_per_a": [[0.817, 0.222, 0.014], [0.800, -1.271, -0.844], [-0.972, 1.200, 0.415], [-0.210, -0.289, 0.189], [-0.328, 0.179, -0.038], [0.025, 0.006, 0.268], [-1.677, -0.119, -0.457], [0.145, 1.303, -1.264], [-0.466, -0.392, -0.224], [0.609, -0.103, 0.344], [0.338, -0.120, -0.104], [0.034, 0.490, 0.633], [0.225, -0.791, 0.266], [0.126, -0.696, 0.161], [0.534, 0.380, 0.641]], "mulliken_charge": [-0.99, -0.45, 0.29, 0.30, 0.33, 0.30, -1.48, -1.40, -0.03, 0.42, 0.27, 0.39, 0.39, 0.30, 0.36]}

---

No. 3
{"formula": "C3H10OS", "method": "ωB97M-V/def2-TZVPD", "gap_ev": 9.2, "fmax_ha_per_bohr": 0.0517, "lumo_energy_ev": 0.70, "smiles": "CCSC.O", "species": ["C", "C", "S", "C", "H", "H", "H", "H", "H", "H", "H", "H", "O", "H", "H"], "positions_angstrom": [[2.020, -2.549, -0.720], [0.639, -2.596, -1.149], [-0.401, -1.705, 0.103], [0.000, 0.000, 0.000], [2.593, -3.252, -1.346], [2.132, -2.846, 0.336], [2.443, -1.538, -0.848], [0.231, -3.618, -1.263], [0.585, -2.099, -2.137], [-0.860, 0.656, 0.216], [0.363, 0.220, -1.018], [0.806, 0.228, 0.718], [-0.632, 1.856, 2.802], [0.004, 1.194, 3.154], [-1.339, 1.320, 2.376]], "forces_ev_per_a": [[2.546, -0.533, 0.551], [-2.031, 1.026, -0.563], [-1.278, -1.859, -0.191], [1.200, 1.115, -0.374], [0.218, 0.320, 0.257], [0.071, 0.080, -0.421], [-0.060, -0.400, 0.122], [0.053, 0.611, 0.334], [-0.490, -0.213, 0.382], [0.279, -0.516, -0.164], [-0.174, 0.155, 0.372], [-0.311, 0.205, -0.389], [-0.072, -1.175, -0.074], [-0.728, 0.660, -0.381], [0.776, 0.524, 0.536]], "mulliken_charge": [-1.00, -0.41, -0.11, -0.73, 0.34, 0.30, 0.26, 0.31, 0.27, 0.28, 0.29, 0.21, -0.64, 0.32, 0.32]}

---

No. 4
{"formula": "C3H10OS", "method": "ωB97M-V/def2-TZVPD", "gap_ev": 5.9, "fmax_ha_per_bohr": 0.0906, "lumo_energy_ev": -2.84, "species": ["C", "C", "C", "S", "H", "H", "H", "H", "H", "H", "H", "H", "H", "H", "O"], "positions_angstrom": [[-1.505, -0.737, -0.034], [-0.833, -0.038, -1.144], [-0.954, 0.809, 0.136], [1.607, -1.218, 1.039], [-0.995, -1.517, 0.619], [-0.710, -2.236, 1.113], [-2.585, -0.752, 0.047], [-1.413, 0.390, -1.952], [0.213, -0.216, -1.370], [-1.569, 1.678, -0.105], [0.032, 1.199, 0.371], [0.529, -1.432, 1.757], [3.431, 1.702, -0.320], [2.278, 0.766, 0.147], [2.474, 1.601, -0.304]], "forces_ev_per_a": [[-0.594, 4.619, 0.169], [0.372, 0.394, 0.094], [0.031, -1.042, -1.865], [-0.027, -1.240, -0.454], [-0.034, 0.347, -0.372], [1.877, -0.191, -0.218], [0.053, -0.446, -0.188], [-0.137, -0.868, -0.303], [-0.089, -0.474, -0.033], [-0.831, -0.644, 0.897], [-0.113, -0.973, 0.995], [-0.435, 0.397, 1.350], [-0.108, -0.139, 0.085], [0.104, 0.021, -0.011], [-0.069, 0.238, -0.148]], "mulliken_charge": [-0.08, -0.13, -0.41, -0.39, -0.72, 0.46, 0.32, 0.25, 0.22, 0.34, 0.23, 0.02, 0.29, 0.18, -0.58]}

---

No. 5
{"formula": "C3H10OS2", "method": "ωB97M-V/def2-TZVPD", "gap_ev": 8.3, "fmax_ha_per_bohr": 0.0719, "lumo_energy_ev": -0.98, "smiles": "CCSSC.O", "species": ["C", "C", "S", "S", "C", "H", "H", "H", "H", "H", "H", "H", "H", "O", "H", "H"], "positions_angstrom": [[-1.670, 1.822, 0.784], [-0.479, 0.948, 1.194], [1.058, 0.895, 0.252], [-0.294, -0.049, -1.529], [-0.441, -1.636, -0.764], [-1.633, 1.843, -0.321], [-1.651, 2.834, 1.167], [-2.599, 1.233, 0.947], [-0.150, 1.322, 2.173], [-0.780, -0.081, 1.299], [0.395, -1.883, -0.095], [-1.401, -1.641, -0.243], [-0.499, -2.409, -1.507], [3.704, -1.221, -1.401], [2.745, -1.372, -1.311], [3.695, -0.606, -0.647]], "forces_ev_per_a": [[0.165, -1.298, -1.964], [0.158, 0.748, 1.706], [-2.353, -0.672, -2.772], [2.695, 1.516, 1.130], [-0.594, -0.529, 0.775], [-0.144, 0.485, 0.393], [-0.179, -0.032, 0.257], [0.432, 0.817, 0.503], [0.012, -0.446, 0.100], [-0.152, -0.228, 0.285], [-0.347, 0.232, -0.170], [0.273, -0.326, 0.336], [0.075, -0.306, -0.576], [-1.298, 0.537, 1.134], [0.206, -0.574, -0.911], [1.051, 0.075, -0.227]], "mulliken_charge": [-0.76, -0.60, -0.15, -0.12, -0.87, 0.24, 0.30, 0.27, 0.40, 0.32, 0.32, 0.33, 0.32, -0.63, 0.31, 0.32]}

---

No. 6
{"formula": "C3H10OS2", "method": "ωB97M-V/def2-TZVPD", "gap_ev": 8.6, "fmax_ha_per_bohr": 0.0767, "lumo_energy_ev": 0.37, "smiles": "CCCSS.O", "species": ["C", "C", "C", "S", "S", "H", "H", "H", "H", "H", "H", "H", "H", "O", "H", "H"], "positions_angstrom": [[2.464, -1.718, -0.458], [1.637, -0.508, -1.104], [0.415, 0.013, -0.337], [-0.311, 1.470, -0.944], [-2.295, 1.121, -0.339], [2.759, -2.413, -1.352], [3.266, -1.347, 0.202], [1.839, -2.415, 0.167], [1.392, -0.690, -2.166], [2.306, 0.351, -1.245], [0.679, 0.108, 0.714], [-0.350, -0.804, -0.465], [-2.732, 2.375, -0.732], [-3.800, 1.784, 2.790], [-4.415, 0.946, 2.649], [-2.856, 1.725, 2.620]], "forces_ev_per_a": [[-1.463, -0.728, -1.393], [1.040, 0.439, -0.467], [-0.219, -3.135, 0.430], [-0.344, 1.475, -0.905], [-0.111, 0.869, -0.272], [0.213, 1.467, 1.818], [-0.076, -0.352, -0.703], [0.244, 0.914, -0.484], [-0.333, -0.454, 0.568], [0.328, -0.152, 0.367], [-0.135, -0.056, 0.162], [0.520, 0.668, 0.536], [0.384, -0.965, 0.359], [-2.792, -1.388, 0.124], [3.058, 2.479, 0.227], [-0.314, -1.081, -0.368]], "mulliken_charge": [-0.97, -0.59, -0.54, -0.10, -0.23, 0.27, 0.29, 0.28, 0.35, 0.34, 0.39, 0.31, 0.17, -0.64, 0.32, 0.32]}

---

No. 7
{"formula": "C3H10OSi", "method": "ωB97M-V/def2-TZVPD", "multiplicity": 3, "gap_ev": [7.3, 10.5], "fmax_ha_per_bohr": 0.0829, "lumo_energy_ev": [0.85, -0.43], "species": ["C", "C", "C", "O", "Si", "H", "H", "H", "H", "H", "H", "H", "H", "H", "H"], "positions_angstrom": [[-1.324, -1.571, -0.018], [-1.677, 1.568, 0.417], [2.792, 0.536, -0.108], [2.904, -0.884, -0.406], [-0.835, 0.172, -0.604], [-2.405, -1.776, -0.079], [-0.730, -2.256, -0.579], [-1.182, -1.810, 0.990], [-0.984, 2.028, 1.235], [-2.314, 2.181, -0.115], [-2.382, 0.988, 1.077], [3.159, 1.137, -0.890], [3.236, 0.677, 0.877], [2.463, -1.385, 0.342], [-0.721, 0.396, -2.139]], "forces_ev_per_a": [[-1.247, 0.996, -1.115], [1.460, -2.572, 3.070], [1.139, -3.523, 1.075], [-1.482, 1.462, 1.101], [0.389, 0.449, 0.072], [0.208, -0.042, -0.745], [0.105, -0.767, -0.624], [0.873, 0.205, 1.781], [-1.105, -0.265, -1.968], [-0.829, 1.936, -1.100], [0.449, 0.276, -0.513], [0.136, 0.523, -1.028], [-0.505, 0.613, 0.114], [0.865, 1.000, -1.237], [-0.455, -0.290, 1.118]], "mulliken_charge": [-1.08, -1.02, -0.43, -0.46, 0.21, 0.34, 0.31, 0.39, 0.29, 0.39, 0.27, 0.25, 0.25, 0.34, -0.07]}

---

No. 8
{"formula": "C3H10S", "method": "ωB97M-V/def2-TZVPD", "gap_ev": 10.1, "fmax_ha_per_bohr": 0.0235, "lumo_energy_ev": 0.98, "smiles": "CC.CS", "species": ["C", "C", "H", "H", "H", "H", "H", "H", "C", "S", "H", "H", "H", "H"], "positions_angstrom": [[3.623, 1.272, 2.644], [2.323, 1.249, 1.804], [3.888, 0.219, 2.743], [3.463, 1.707, 3.626], [4.435, 1.794, 2.141], [2.568, 0.958, 0.788], [1.686, 0.542, 2.336], [1.738, 2.168, 1.823], [-4.370, -1.527, -2.815], [-3.278, -2.035, -4.133], [-5.351, -1.944, -3.034], [-4.060, -2.002, -1.894], [-4.493, -0.460, -2.679], [-2.172, -1.942, -3.350]], "forces_ev_per_a": [[-0.543, -0.072, -0.658], [0.287, 0.201, 1.159], [0.408, 0.107, 0.273], [0.047, -0.021, 0.095], [0.026, 0.063, 0.065], [-0.386, -0.187, -0.106], [-0.213, -0.359, -0.599], [0.372, 0.268, -0.229], [-0.869, -0.411, 0.330], [0.839, 0.123, 0.185], [-0.087, 0.054, -0.089], [0.080, 0.094, 0.222], [0.257, 0.207, -0.088], [-0.219, -0.067, -0.560]], "mulliken_charge": [-0.80, -0.80, 0.24, 0.28, 0.28, 0.26, 0.25, 0.28, -0.73, -0.18, 0.24, 0.27, 0.29, 0.11]}